# 1
12
Properties=species:S:1:pos:R:3:nbo_charge:R:1 method="wB97M-V/def2-TZVPD" total_energy_ha=-662.7263 relative_energy_ev=1.105 smiles="NCC(=O)NS" multiplicity=1 max_force_ev_per_a=2.52 charge=0 homo_lumo_gap_ev=9.845
H -1.43167 -1.31303 1.49805 0.21
N 0.28310 -0.07403 1.93180 -0.86
N -0.26595 0.58914 -0.78104 -0.79
H 0.11887 -1.94237 0.90547 0.23
H -0.79274 1.04424 -1.50886 0.41
H 0.89242 -0.53924 2.62232 0.38
O -1.84077 -0.97812 -0.71914 -0.58
H -0.32752 0.61849 2.32693 0.37
C -0.89595 -0.47094 -0.20963 0.66
H 1.54865 1.58648 0.21474 0.11
S 1.40700 0.85324 -0.85707 0.20
C -0.42305 -1.01026 1.10168 -0.33


# 2
15
Properties=species:S:1:pos:R:3:nbo_charge:R:1 method="wB97M-V/def2-TZVPD" total_energy_ha=-672.3169 relative_energy_ev=4.064 multiplicity=1 max_force_ev_per_a=4.01 charge=+1 homo_lumo_gap_ev=9.478
H 2.71765 -0.91230 0.93110 0.23
H 3.30410 -0.20925 -0.58092 0.26
C 2.45713 -0.84127 -0.06855 -0.40
H -3.99756 0.74392 -0.51454 0.26
H 2.28117 1.59685 0.53486 0.26
N 1.12450 -0.13980 0.00840 -0.51
C 1.27002 1.27732 0.11134 -0.44
C 0.27337 -1.02910 0.12189 0.60
C -3.68754 -0.24343 -0.12793 -0.48
Cl -1.79855 0.07257 0.05073 -0.07
H 0.45430 1.57090 0.79793 0.25
H -4.14945 -0.46532 0.85594 0.24
H -3.91019 -1.27734 -0.61289 0.26
H 2.52529 -1.74555 -0.52529 0.25
H 1.13576 1.60179 -0.98206 0.27


# 3
58
Properties=species:S:1:pos:R:3:mulliken_charge:R:1 method="wB97M-V/def2-TZVPD" total_energy_ha=-2379.6574 relative_energy_ev=2.596 multiplicity=1 max_force_ev_per_a=7.98 charge=0 homo_lumo_gap_ev=5.888
C 3.47629 -1.76353 -3.22444 -0.57
C 3.04909 -2.47193 -4.33994 -0.46
C 2.57489 -1.00053 -2.49924 -0.39
H 0.82789 -2.65673 0.67276 0.57
H 1.83569 3.43637 -5.23584 0.41
C 0.25539 -1.40313 3.71416 -0.45
C 0.75099 4.38077 -3.64494 -0.47
H -3.87091 -2.68763 -2.06714 0.41
H 2.90949 -0.46163 -1.62104 0.46
C 0.05039 4.18457 -2.46184 -0.62
C 1.11939 2.00757 -3.81124 -0.02
C 1.28739 3.29037 -4.31434 -0.66
C 0.07779 1.25177 5.67366 -0.51
C 0.41939 -2.28623 1.59696 -0.36
C -1.52191 -0.28483 -2.55134 -0.03
C 1.15849 -1.91723 2.74946 -0.72
C -3.41471 0.04097 -4.01334 -0.68
C 1.20589 0.94777 6.44646 -0.25
H 1.37849 -2.95643 -5.59444 0.41
H -5.00261 -1.39313 -3.84754 0.38
C 1.05349 0.43507 7.73806 -0.50
H -0.34351 -0.16943 9.26126 0.37
C 0.41889 1.80127 -2.62484 -0.06
C -0.97601 -2.09063 1.88506 -0.42
H -2.34431 0.37387 7.89906 0.36
H -0.36541 5.03057 -1.93054 0.40
H 3.74969 -3.07613 -4.90124 0.38
C -0.10491 2.90577 -1.95074 -0.31
H -1.69091 1.31087 -3.97584 0.36
C -4.03021 -1.08513 -3.48614 -0.48
H 1.53339 1.16307 -4.34354 0.33
H -0.63921 2.75887 -1.01984 0.36
H 4.51089 -1.81493 -2.91184 0.41
H -1.78951 -2.28233 1.20776 0.48
Te 0.32849 2.02317 3.71246 0.00
C -2.16651 0.43717 -3.55324 -0.04
In 0.01649 -0.20113 1.93976 0.80
C 1.71849 -2.40553 -4.72724 -0.66
P 0.13279 0.14687 -1.87254 0.53
H 0.88189 5.37967 -4.03984 0.38
C -1.20321 1.04547 6.19846 -0.06
H -3.90501 0.61277 -4.79044 0.41
H 0.51929 -0.98523 4.67016 0.62
C -3.39461 -1.81183 -2.48784 -0.69
C 1.23719 -0.91603 -2.88984 -0.15
C -1.07621 -1.54633 3.19526 -0.58
H 2.19859 1.10517 6.04416 0.39
H -0.21461 -1.57763 -4.32514 0.36
H 2.23159 -1.87333 2.81466 0.45
C -0.22671 0.22797 8.26136 -0.38
Cl 1.86519 1.06027 1.50726 -0.46
C -2.15531 -1.40823 -2.01694 -0.21
H -1.97971 -1.24293 3.69396 0.47
H -1.67021 -1.96953 -1.22754 0.37
C 0.81809 -1.62953 -4.01054 0.07
H 1.92679 0.19737 8.33246 0.37
H -2.07801 1.27967 5.60586 0.46
C -1.35421 0.53387 7.49206 -0.60


# 4
44
Properties=species:S:1:pos:R:3:nbo_charge:R:1 method="wB97M-V/def2-TZVPD" s_squared=6.027 total_energy_ha=-3515.9119 relative_energy_ev=1.461 multiplicity=5 max_force_ev_per_a=9.21 charge=+4 homo_lumo_gap_ev="7.197 / 5.137"
C -3.84835 -1.00577 0.96387 -0.19
O 0.59645 -3.34385 -9.93540 -0.22
C 1.70357 -0.18570 2.22622 -0.08
H 4.32011 -1.36384 -0.44202 0.28
O -0.63332 -0.49648 -11.11145 -0.21
H -4.84275 -0.91912 0.52290 0.28
C 1.45112 0.02906 0.86494 -0.47
H 2.47785 0.23316 -1.12794 0.28
C -2.37944 -1.97739 2.62577 -0.18
H -1.88000 3.74770 3.90998 0.29
C -1.48794 -0.42590 1.00789 -0.44
C -1.11122 3.57434 3.15191 -0.06
C 3.61126 -1.00256 0.31443 -0.13
P -0.18379 0.74208 0.31199 0.77
C -0.03787 4.46392 2.98481 0.07
H -2.02911 1.72761 2.43933 0.27
C 3.83781 -1.18808 1.68032 -0.12
H -2.88773 0.29795 -0.48438 0.24
Tm 0.62914 -1.37028 -1.07584 1.76
C -0.22788 2.24329 1.34075 -0.01
Cl -0.25147 0.02154 -5.98129 -0.42
H 1.58179 2.96961 0.37797 0.25
C 2.89461 -0.78503 2.62367 -0.16
O -0.48555 -4.19175 0.77480 -0.26
C 2.51184 -0.22174 -0.10042 -0.43
C -2.76836 -0.32392 0.41163 -0.14
Cl 0.60896 -2.09858 -3.40464 -0.44
H 1.75062 4.98100 1.84821 0.29
C 0.93211 4.26771 1.99033 -0.19
H 4.77415 -1.63522 2.02070 0.29
H 0.03481 5.33715 3.63181 0.28
C 0.30637 -2.43257 -9.27205 0.43
Au -0.11625 -0.94850 -8.03481 0.98
H -4.50091 -2.31948 2.55028 0.28
H -2.21841 -2.62581 3.48841 0.27
H 0.96672 0.15473 2.96125 0.24
C -3.65499 -1.80403 2.09473 -0.11
C 0.83701 3.15301 1.15847 -0.17
H 3.09442 -0.91715 3.68785 0.28
H -0.28089 -1.49486 2.45730 0.23
C -0.17727 -3.28334 0.12081 0.45
C -0.41869 -0.73346 -9.99297 0.44
C -1.20684 2.44514 2.33036 -0.27
C -1.29169 -1.29455 2.08950 -0.24


Question: Which value of charge does entry 2 give?
Answer: +1


Question: Which value of charge does entry 4 give?
Answer: +4


Question: The highest charge belongs to which entry?
Answer: C21H15AuCl2O3PTm


Question: Which value of charge does entry 2 give?
Answer: +1